Record 1
DFT (ωB97M-V/def2-TZVPD) results for a structure of composition C15H22Br4NiO3P2 in a non-equilibrium geometry.

Atoms and positions in Å:
Ni  -0.168110  0.794412  -0.055128
Br  -3.298807  -4.755775  3.415368
C  -2.245844  -3.215187  3.082034
C  -1.674270  -2.505881  4.111921
Br  -1.902776  -3.063222  5.910745
C  -0.930517  -1.334971  3.826699
Br  -0.056092  -0.361288  5.207160
C  -0.749344  -0.816605  2.529387
O  -0.084274  0.218691  2.248781
C  -1.359081  -1.595595  1.415549
O  -1.180655  -1.194913  0.216928
C  -2.068970  -2.753017  1.749828
Br  -2.769663  -3.725219  0.270758
C  0.419347  1.367003  -3.612059
P  -0.040834  0.240005  -2.222255
C  -1.345907  -0.771317  -3.039486
C  1.358605  -0.958807  -2.349456
C  2.572695  -0.355393  -1.647915
P  2.060257  0.326556  0.012380
C  2.227674  -1.212948  1.004743
C  3.717180  1.071807  0.440128
H  0.626368  0.819368  -4.540346
H  1.300813  1.945886  -3.331324
H  -0.393877  2.075817  -3.782202
H  -1.009463  -1.258363  -3.964079
H  -2.207004  -0.137421  -3.265087
H  -1.658639  -1.519256  -2.307854
H  1.582892  -1.263519  -3.382307
H  1.011489  -1.840727  -1.801902
H  2.978721  0.482150  -2.228405
H  3.382006  -1.087307  -1.534681
H  3.186513  -1.718939  0.837594
H  1.400874  -1.877808  0.749329
H  2.113169  -0.956733  2.057972
H  4.547569  0.368244  0.298921
H  3.697280  1.389313  1.484470
H  3.890091  1.956976  -0.176849
C  -3.120724  1.664571  -0.083133
O  -2.267062  2.797380  0.084704
C  -0.956714  2.521879  0.100949
C  -0.283015  3.789763  0.555581
H  -3.598782  1.429701  0.868312
H  -2.543376  0.794075  -0.404387
H  -3.887699  1.916635  -0.819776
H  -0.933693  4.676370  0.516900
H  0.613979  3.982624  -0.034379
H  0.047649  3.651003  1.585887

Atoms 1-2, force components in eV/Å:
0.56 1.75 -1.74
-0.08 -0.13 0.05

Output
HOMO-LUMO gap (alpha / beta), eV: 4.237 / 4.241
Relative energy (zero: lowest compared OMol25 entry of this formula, charge and spin), kJ/mol: 0.0
2S+1: 1
Total charge: -2
HOMO (alpha / beta), hartree: 0.01271 / 0.01256


Record 2
DFT (ωB97M-V/def2-TZVPD) results for a cluster of 3 separate species, C15H22BrN3O in total in a non-equilibrium geometry.

Atoms and positions in Å:
Br  2.588000  -2.347238  5.413923
C  2.711920  -2.003978  14.213493
C  2.932460  -1.211598  12.883603
O  3.227430  -0.057938  12.786933
N  2.939770  -2.036368  11.602873
H  2.307210  -2.818528  11.693383
H  2.510110  -1.418958  10.928853
C  4.414650  -2.279728  11.224363
H  2.803990  -1.300158  15.040693
H  3.454240  -2.788528  14.360263
H  1.781210  -2.570358  14.246363
H  5.114870  -2.550008  12.014773
H  4.832770  -1.522868  10.560713
H  4.328830  -3.163148  10.591653
C  -0.926930  2.947342  -10.516407
N  -1.198190  2.418442  -9.182587
C  -0.468150  1.368052  -8.797737
C  -0.720960  0.701382  -7.603727
C  -1.805190  1.192452  -6.755647
C  -2.607190  2.251502  -7.280317
C  -2.259740  2.927852  -8.488777
C  -1.932780  0.674752  -5.352177
C  -3.112420  0.296912  -4.701837
C  -3.102260  -0.121828  -3.386307
N  -1.955740  -0.439678  -2.724707
C  -0.814300  -0.186848  -3.343327
C  -0.791700  0.408462  -4.601937
C  -2.047860  -0.799688  -1.278827
H  -1.233210  2.303742  -11.341077
H  0.116650  3.261022  -10.541477
H  -1.409050  3.918682  -10.626647
H  0.431800  1.187482  -9.366847
H  -0.012360  -0.050828  -7.289947
H  -3.473740  2.416952  -6.657327
H  -2.689990  3.803312  -8.952297
H  -4.031970  0.516342  -5.224007
H  -4.060480  -0.294658  -2.919057
H  0.090800  -0.496438  -2.841997
H  0.157340  0.593932  -5.082887
H  -2.308420  -1.838588  -1.076597
H  -2.757340  -0.202938  -0.705557
H  -1.024070  -0.687728  -0.921847

Atoms 1-2, force components in eV/Å:
-0.04 0.04 0.15
0.20 0.41 -1.05

Output
HOMO-LUMO gap, eV: 1.163
Relative energy (zero: lowest compared OMol25 entry of this formula, charge and spin), kJ/mol: 426.8
2S+1: 1
Total charge: +2
HOMO, hartree: -0.32184


Record 3
DFT (ωB97M-V/def2-TZVPD) results for the molecule C15H22N2O3 in a non-equilibrium geometry.

Atoms and positions in Å:
C  1.112743  -0.639865  -0.102335
C  -0.258183  -0.715204  0.614881
C  2.137117  0.479923  0.326155
C  3.650997  0.184954  0.042103
C  4.348087  0.977113  -0.919347
C  4.231267  -0.780027  0.812715
C  5.784864  0.649332  -0.913286
C  5.552038  -1.232924  0.625345
C  6.368507  -0.465003  -0.221170
C  -2.517151  -0.888324  0.275100
C  -3.128322  -1.752286  -0.763434
C  -3.428961  0.172858  0.573960
C  -3.042163  0.912245  1.905952
C  -3.514138  1.198475  -0.557655
C  -4.729725  2.131026  -0.628039
H  1.600734  0.224403  -1.902898
H  1.362839  -1.390015  -2.062993
H  1.650613  -1.593555  0.185285
H  2.049618  0.617921  1.442884
H  1.913056  1.349502  -0.164443
H  3.931635  1.798321  -1.382110
H  3.689185  -1.202802  1.666800
H  6.450563  1.118213  -1.543998
H  5.893198  -2.122205  1.113377
H  7.441131  -0.431625  -0.375949
H  -1.019395  -0.387240  -1.101678
H  -2.363006  -1.519241  1.229338
H  -4.398644  -0.310752  0.831533
H  -2.238412  1.640866  1.800425
H  -3.954717  1.443982  2.341825
H  -2.811060  0.218884  2.705102
H  -3.387744  0.744007  -1.493594
H  -2.496847  1.860745  -0.529616
H  -4.850524  2.902335  0.118255
H  -4.731330  2.768304  -1.575290
H  -5.670494  1.514246  -0.694511
H  -3.256470  -3.058870  0.566118
N  1.067914  -0.609985  -1.583427
N  -1.320181  -0.365599  -0.185199
O  -0.367891  -0.991646  1.824947
O  -3.224831  -1.465294  -1.934109
O  -3.525906  -2.985203  -0.367027

Atoms 1-2, force components in eV/Å:
2.52 -1.35 -0.43
0.72 1.15 1.45

Output
HOMO-LUMO gap, eV: 9.945
Relative energy (zero: lowest compared OMol25 entry of this formula, charge and spin), kJ/mol: 317.5
2S+1: 1
Structure (SMILES): CC[C@H](C)[C@H](NC(=O)[C@@H](N)Cc1ccccc1)C(=O)O
HOMO, hartree: -0.34240


Record 4
DFT (ωB97M-V/def2-TZVPD) results for the ion C15H22N3OP with charge +2 in a non-equilibrium geometry.

Atoms and positions in Å:
C  3.080467  -2.590341  1.515367
C  4.323899  -1.728015  1.242279
C  4.212377  -0.791941  0.031290
C  3.748747  0.654009  0.357273
C  4.500650  1.667689  -0.473791
N  2.261204  0.717752  0.135526
C  1.732565  1.098698  -1.030638
C  0.361796  1.106217  -1.228973
C  -0.476321  0.715370  -0.194611
C  -1.957757  0.676700  -0.364102
C  -2.484918  0.289920  -1.598486
C  -3.856285  0.228665  -1.755414
N  -4.676112  0.527909  -0.742418
P  -6.527017  0.389996  -1.127051
N  -6.777513  -1.267966  -1.024577
O  -7.149213  0.919011  0.253089
C  -4.191900  0.907947  0.443559
C  -2.826788  0.991639  0.671416
C  0.084273  0.353703  1.028719
C  1.462318  0.368755  1.151137
H  3.337691  -3.581394  1.863991
H  2.465683  -2.147028  2.300482
H  2.442891  -2.629500  0.635949
H  4.641784  -1.179583  2.126040
H  5.130316  -2.420428  1.019690
H  5.158072  -0.755493  -0.497440
H  3.501841  -1.216371  -0.678125
H  3.935753  0.816681  1.411771
H  4.388713  1.481048  -1.539676
H  5.554086  1.542379  -0.258644
H  4.193969  2.693034  -0.287718
H  2.380850  1.400385  -1.831917
H  -0.045414  1.425316  -2.172428
H  -1.826847  0.024822  -2.405398
H  -4.279683  -0.060530  -2.704754
H  -6.448672  -1.745234  -1.856989
H  -6.384996  -1.713350  -0.196419
H  -7.059450  0.269784  0.969928
H  -4.879085  1.143256  1.239796
H  -2.457581  1.293835  1.635274
H  -0.522275  0.041433  1.859614
H  1.927882  0.081224  2.077377

Atoms 1-2, force components in eV/Å:
-0.21 0.93 0.42
0.06 -0.58 -0.46

Output
HOMO-LUMO gap, eV: 8.654
2S+1: 1
Total charge: +2
Structure (SMILES): CCC[C@@H](C)N1C=CC(=c2cc[n+](=P(=[NH2+])O)cc2)C=C1
HOMO, hartree: -0.60090


Record 5
DFT (ωB97M-V/def2-TZVPD) results for a cluster of 4 separate species, C15H22N4O3S in total in a non-equilibrium geometry.

Atoms and positions in Å:
C  0.118138  1.022256  0.764198
C  0.387182  2.006683  -0.084897
O  -0.578862  2.666611  -0.826108
S  -1.386569  3.944749  -0.102417
O  -0.870518  4.028971  1.241009
O  -2.866310  3.342819  -0.046577
C  -3.124542  2.001086  0.386564
N  -3.117658  1.107800  -0.744536
H  -0.711687  0.337334  0.639232
H  0.760611  0.869630  1.622597
H  1.398561  2.316292  -0.326257
H  -2.456117  1.738047  1.211020
H  -4.135222  2.015130  0.788811
H  -3.476744  0.202595  -0.461492
H  -2.172734  0.958566  -1.082306
N  -4.499246  1.087004  -5.250754
C  -3.983063  0.505278  -6.376731
C  -2.772905  -0.043000  -6.046545
C  -2.553610  0.218829  -4.665931
C  -3.637661  0.916820  -4.202131
H  -5.377661  1.568379  -5.200736
H  -4.516439  0.530112  -7.311418
H  -2.117590  -0.572005  -6.718122
H  -1.695939  -0.072824  -4.082243
H  -3.861607  1.301001  -3.220694
N  2.934129  0.884586  3.706810
C  3.811002  0.509216  2.723315
C  4.561985  -0.530610  3.203373
C  4.116794  -0.797086  4.527614
C  3.110953  0.090969  4.808273
H  2.269401  1.633824  3.635022
H  3.826703  1.010512  1.770553
H  5.339163  -1.044840  2.663632
H  4.494324  -1.551185  5.197909
H  2.515515  0.228159  5.694526
N  2.031780  -2.616484  1.996997
C  1.484817  -2.517738  0.749848
C  1.673379  -3.713292  0.107455
C  2.363106  -4.568404  1.009959
C  2.569206  -3.860629  2.165778
H  2.053009  -1.881719  2.683263
H  1.012497  -1.605166  0.428336
H  1.354839  -3.948566  -0.894309
H  2.673620  -5.584125  0.830285
H  3.051968  -4.135586  3.087828

Atoms 1-2, force components in eV/Å:
0.06 -0.11 0.01
0.03 0.08 0.06

Output
HOMO-LUMO gap, eV: 8.598
Relative energy (zero: lowest compared OMol25 entry of this formula, charge and spin), kJ/mol: 537.8
2S+1: 1
HOMO, hartree: -0.29992


Record 6
DFT (ωB97M-V/def2-TZVPD) results for the molecule C15H22N6OS in a non-equilibrium geometry.

Atoms and positions in Å:
C  -3.059921  -2.403474  -2.616202
C  -3.420494  -1.318903  -1.609263
C  -4.467229  -1.811691  -0.611705
H  -5.343716  -2.172459  -1.152162
H  -4.060493  -2.643009  -0.031898
C  -4.928214  -0.716443  0.352840
N  -3.846532  -0.258109  1.175741
C  -3.046821  0.828514  1.032365
N  -2.156247  0.804431  2.010146
N  -2.419701  -0.283969  2.721087
N  -3.402986  -0.920194  2.249572
S  -3.234247  2.011520  -0.209113
C  -1.965901  3.223768  0.293138
H  -2.263525  4.152214  -0.193047
H  -2.014880  3.319836  1.376538
C  -0.568121  2.830412  -0.199127
O  -0.096349  3.338213  -1.194780
N  0.013144  1.907845  0.590484
C  1.266366  1.295373  0.445721
C  1.602164  0.295627  1.356294
C  2.816253  -0.348336  1.278786
C  3.756027  -0.010665  0.294672
C  3.398574  0.988334  -0.617797
C  2.177658  1.629091  -0.548119
H  1.931857  2.397760  -1.261578
H  4.085631  1.291278  -1.391039
N  4.951779  -0.697272  0.202253
C  5.671050  -1.100374  1.387761
H  5.952746  -2.155210  1.318949
H  6.586414  -0.506964  1.502271
H  5.065921  -0.956344  2.277408
C  5.800624  -0.518834  -0.948744
H  5.204490  -0.553442  -1.858985
H  6.514639  -1.342733  -0.977517
H  6.364149  0.424134  -0.923516
H  3.026518  -1.140311  1.980648
H  0.894261  0.014951  2.123849
H  -0.540105  1.547699  1.370502
H  -5.314778  0.145329  -0.197694
H  -5.701336  -1.106947  1.019255
H  -3.805266  -0.443034  -2.136693
H  -2.515540  -1.015202  -1.077964
H  -2.308984  -2.038626  -3.311891
H  -2.661281  -3.278637  -2.108081
H  -3.937619  -2.705143  -3.183346

Atoms 1-2, force components in eV/Å:
0.01 0.22 0.10
-0.11 -0.28 0.03

Output
HOMO-LUMO gap, eV: 7.673
Relative energy (zero: lowest compared OMol25 entry of this formula, charge and spin), kJ/mol: 137.5
2S+1: 1
Structure (SMILES): CCCCn1nnnc1SCC(=O)Nc1ccc(N(C)C)cc1
HOMO, hartree: -0.26262


Record order is preserved below.
DFT total energy: -13297.4967; -3397.6098; -919.9577; -1165.1393; -1427.5939; -1386.7310 a.u.